(1)
80
Properties=species:S:1:pos:R:3 method="wB97M-V/def2-TZVPD" homo_ev="-9.84 / -9.84" s2=0.757 spin_multiplicity=2 energy_ev=-202199.4437
H -1.13 -4.96 -1.94
C 4.08 0.92 1.40
H 5.69 2.22 1.93
Cl 6.44 0.90 0.04
C -2.40 3.66 2.95
H -3.65 -0.60 1.07
O -4.54 -1.99 -2.55
S -0.83 3.33 0.70
H 3.26 1.55 1.75
H -0.17 -2.72 2.69
H 3.71 0.43 0.50
C 1.22 -1.31 3.79
H 3.05 -2.82 -0.72
Cl 3.20 4.75 -1.42
F -0.56 0.32 -0.79
O -1.10 3.83 -0.68
H -1.67 -0.80 -4.83
C -4.43 -0.14 0.47
H 5.13 -1.59 -1.64
F 0.37 -1.38 -1.90
Cl 5.65 -3.88 -1.79
Cl 4.00 -3.96 1.09
Cl 3.56 1.39 -2.88
C -1.53 4.42 1.99
F 1.37 -0.60 -0.01
C -0.30 -4.36 -1.58
H -1.30 1.21 1.49
H -3.27 -0.22 -1.35
O 0.54 2.91 1.07
Cl 1.17 0.46 4.05
H -6.51 -0.55 0.57
H -3.18 4.35 3.29
H 0.32 0.46 -3.63
H -0.72 -3.35 -1.56
C 5.20 -2.39 -0.91
H -1.89 3.38 3.87
H -0.60 -4.83 0.44
C 0.14 -5.03 -0.34
C 5.23 1.85 1.01
C 3.91 -2.60 -0.08
Cl 0.28 -6.80 -0.48
O -5.58 -2.02 -0.46
H 2.64 1.93 -0.75
H -2.38 1.72 0.08
C 2.02 3.58 -2.07
H -1.82 -0.83 -3.12
B 0.15 -0.84 -0.65
Cl -0.58 1.96 -5.17
H 2.07 3.66 -3.15
C -5.59 -1.12 0.64
H 4.88 2.68 0.39
H -0.66 4.91 2.42
H 1.45 1.41 -1.84
C 2.31 2.08 -1.78
Cl -1.07 -2.36 4.84
H -3.85 2.86 1.57
Cl 1.00 -4.55 -2.78
H -4.68 0.77 1.01
H 1.91 -1.47 2.96
C -0.19 -1.87 3.37
C -2.97 2.51 2.11
C -1.95 1.96 1.06
H 1.58 -1.83 4.68
H 3.66 -1.80 0.62
H -0.76 -1.10 2.85
Cl 4.73 -0.27 2.59
H -4.81 0.76 -1.46
H -0.82 1.49 -2.83
H -2.06 5.23 1.48
H 0.99 3.85 -1.84
F -0.52 -1.73 0.16
H 6.05 -2.27 -0.24
C -1.87 -0.16 -3.97
C -0.68 0.89 -3.72
C -4.86 -1.44 -1.49
Cl -3.49 0.49 -4.04
H -3.41 1.74 2.75
H -5.35 -1.56 1.60
C -4.30 -0.10 -1.02
H 1.08 -4.66 0.09


(2)
96
Properties=species:S:1:pos:R:3 method="wB97M-V/def2-TZVPD" homo_ev="-10.66 / -11.32" s2=6.038 relative_energy_kj_mol=20.2 spin_multiplicity=5 charge=+1 energy_ev=-64318.4083
H 3.84 2.84 0.77
H 1.60 3.84 3.75
C -2.99 1.75 0.68
H 0.64 1.21 3.77
C 2.77 -2.87 0.81
H -0.29 -0.16 4.97
C -1.02 1.38 -6.23
H -3.79 0.82 4.01
H 1.59 -4.84 -1.40
C -2.13 0.53 -6.30
H 0.81 -1.12 -3.97
H 1.52 4.13 -0.07
C -1.21 0.93 2.55
C 0.74 -4.41 -1.95
H 1.07 -4.18 -2.97
C -0.44 1.66 -5.00
H -2.82 -0.29 -0.14
Te 0.06 1.63 -2.09
H -5.03 2.21 1.20
C -1.42 -2.34 -2.16
H 0.41 2.34 -4.95
H -0.62 1.82 -7.13
C 3.34 -2.93 2.06
H -1.88 -1.52 1.79
H -2.47 -0.21 -3.02
C -0.47 2.31 0.88
H -3.90 2.47 2.53
H 1.95 -0.14 3.32
H 4.01 -3.75 2.32
H -3.52 -0.67 -5.19
N 1.61 -0.89 1.42
C 3.06 -1.93 2.99
H -4.42 0.84 2.08
C -2.86 0.48 4.46
C -3.33 0.64 -0.36
H 3.44 1.02 -1.69
C -2.54 -1.22 2.59
H -1.74 -3.21 0.70
C 1.69 4.31 1.00
H -4.40 0.44 -0.39
H 2.96 -3.50 -3.18
H 4.70 -0.14 -2.09
H -1.07 -1.95 -3.12
H -2.75 -2.11 3.20
H 1.80 0.35 -3.89
C 1.21 -1.53 -0.79
H 3.91 -3.36 -1.69
H 3.37 1.37 1.64
C -0.80 -0.84 4.29
H -3.03 0.97 -1.35
H 2.59 4.93 1.08
H -1.28 -1.61 4.89
H -0.55 3.14 0.20
C -2.06 0.24 -3.91
H -0.04 -5.18 -2.01
H -2.35 3.12 -0.92
H -0.74 -4.65 0.52
H 0.85 4.88 1.40
C 1.92 -1.81 0.50
H -2.58 0.31 -7.26
C 0.12 1.40 2.84
C -1.87 -0.13 3.45
C -4.14 1.81 1.69
C 3.52 -2.81 -2.55
H -4.01 3.33 -0.39
C 2.99 2.20 1.03
H 3.51 -1.93 3.98
H 4.00 -0.14 -0.47
H 3.27 3.94 3.16
H -0.06 -1.34 3.66
H -1.98 -1.55 -1.65
Si -0.03 -2.94 -1.10
C -0.71 -3.56 0.53
C 2.19 -0.93 2.63
H -2.12 -3.17 -2.37
C -1.61 1.55 1.35
C 3.77 -0.01 -1.53
H 2.60 1.78 0.11
C 0.60 2.22 1.83
H -2.41 1.33 4.98
H -0.11 -3.25 1.40
H -3.12 -0.27 5.21
C -0.95 1.08 -3.84
H -2.69 3.92 0.63
H 2.48 -1.12 -4.57
H -3.49 -0.90 2.16
C -3.00 3.11 -0.04
C -2.65 -0.02 -5.14
C 2.37 3.31 3.19
Ru 0.30 0.27 0.14
H 2.63 2.39 3.74
C 1.82 -0.73 -3.78
H 2.98 -3.63 0.06
Si 2.53 -1.27 -2.14
C 1.90 3.00 1.77
H 4.38 -2.46 -3.13


(3)
48
Properties=species:S:1:pos:R:3 method="wB97M-V/def2-TZVPD" homo_ev=-7.55 relative_energy_kj_mol=60.0 smiles="Clc1cccc(N2CCN(C3=Nc4cccnc4Nc4ccc(Cl)cc43)CC2)c1" energy_ev=-55614.6166
C 3.17 0.71 1.11
C 1.41 -3.00 0.24
N 0.56 0.45 -0.37
H 0.41 2.52 0.00
C -5.31 3.63 -2.35
H -2.01 0.67 0.88
N 0.96 -1.78 -0.22
C -2.89 3.42 -1.80
C 2.37 -1.07 2.48
C 0.02 1.62 0.46
H -2.05 2.47 0.87
H 0.40 1.34 -2.26
N 2.17 -4.38 2.04
H 0.38 1.43 1.48
C -4.27 1.42 -2.12
H 3.21 1.17 0.09
C -1.60 1.59 0.37
H 3.40 -1.39 4.31
N 1.68 -2.23 2.63
H -1.96 0.25 -2.90
H -4.31 0.30 -2.31
C -4.10 4.18 -2.06
H 0.59 -0.46 -2.35
H -4.05 5.23 -1.93
C 2.26 -0.31 1.38
H 4.86 0.79 3.98
C 2.35 -5.50 1.28
H 2.34 -6.08 -0.86
C 1.62 -4.02 -0.70
H -1.98 3.99 -1.54
C 3.33 -0.68 3.48
C 1.24 -0.56 0.34
C -3.08 2.06 -1.56
C 4.04 1.16 2.11
H 1.17 -3.91 -1.71
Cl -6.83 1.45 -3.15
H -6.27 4.13 -2.45
C 4.14 0.41 3.29
C 0.06 0.38 -1.78
H 1.71 -2.52 3.57
Cl 4.96 2.55 1.72
H 2.79 -6.44 1.56
C -1.52 0.28 -1.82
N -2.02 1.46 -1.04
C 1.73 -3.18 1.58
H -1.84 -0.60 -1.29
C -5.38 2.27 -2.50
C 2.15 -5.24 -0.18